[1]
A structure of composition C20H38Br4Cl3CoGeN4O7P3S2. Source: the Open Molecules 2025 dataset; level of theory: ωB97M-V/def2-TZVPD.

Output
HOMO-LUMO gap (spin up / spin down) = 5.79 / 6.41 eV
charge = -1
strongest force on any atom = 0.98 eV/Å
E = -503081.4750 eV
relative energy (zero: lowest compared OMol25 entry of this formula, charge and spin) = 10.8 kcal per mole

XYZ file:
```
83
C20H38Br4Cl3CoGeN4O7P3S2 | the Open Molecules 2025 dataset | ωB97M-V/def2-TZVPD
Co -0.03503 1.37525 0.15347
Br -1.72738 4.56944 5.87688
C -0.74644 3.80600 4.44875
C 0.62278 3.64127 4.53315
Br 1.56472 4.16067 6.09039
C 1.32607 3.07832 3.45220
Br 3.18965 2.77207 3.51258
C 0.67106 2.68521 2.29895
O 1.25586 2.15224 1.25143
C -0.74310 2.82503 2.22419
O -1.31726 2.37454 1.12718
C -1.42457 3.39453 3.28723
Br -3.30119 3.55660 3.09889
C -2.16912 -2.87516 3.58102
N -1.60940 -1.61421 3.13811
C -2.15578 -0.44100 3.81695
P -1.06536 -1.37995 1.61085
O -0.14582 -0.23408 1.50539
O -2.42536 -1.16242 0.74738
P -2.59243 -0.40954 -0.66654
O -1.47048 0.52161 -0.90670
N -2.57708 -1.54592 -1.84535
C -3.64424 -2.51991 -1.97103
C -1.73553 -1.38858 -3.02913
N -4.13137 0.12839 -0.54571
C -4.72807 0.63024 -1.79222
C -4.50185 0.93401 0.62751
N -0.46399 -2.79767 1.05317
C -1.25958 -3.77802 0.33642
C 0.97799 -2.92927 0.85822
H -1.99921 -2.98323 4.65406
H -1.68233 -3.70650 3.07552
H -3.25029 -2.92826 3.40162
H -1.92569 -0.49545 4.88251
H -3.24226 -0.38218 3.69695
H -1.70519 0.46471 3.41991
H -4.29274 -2.49697 -1.09730
H -3.22806 -3.52605 -2.07391
H -4.25454 -2.31286 -2.85637
H -0.99518 -0.60999 -2.86470
H -2.34466 -1.12401 -3.89925
H -1.21629 -2.32830 -3.23865
H -4.34771 0.07221 -2.64643
H -4.50020 1.68512 -1.94293
H -5.80959 0.48868 -1.74052
H -4.00400 0.55809 1.51608
H -5.58179 0.85407 0.77028
H -4.21873 1.97718 0.49383
H -2.31916 -3.64970 0.54441
H -0.96859 -4.78498 0.64854
H -1.10827 -3.69056 -0.74428
H 1.49971 -2.10135 1.33130
H 1.22151 -2.91275 -0.20734
H 1.32125 -3.87008 1.29575
Cl -1.01423 2.32637 -3.66849
Ge -0.58374 3.13217 -1.65138
Cl 0.03794 5.21605 -1.92743
Cl -2.72381 3.68032 -1.22296
C 4.80605 -0.78347 -4.22051
C 3.32527 -0.98635 -3.95085
C 3.05651 -2.14493 -3.00704
O 2.69752 0.23319 -3.52745
P 2.67708 0.94391 -2.09179
S 2.33151 2.85254 -2.35421
S 1.42996 -0.07841 -0.88538
O 4.18001 0.64794 -1.63970
C 4.91073 1.07924 -0.46228
C 4.85738 2.57670 -0.25183
C 4.45842 0.30186 0.75834
H 5.19647 -1.65401 -4.75211
H 5.35813 -0.65637 -3.29111
H 4.96018 0.10182 -4.83701
H 2.82953 -1.18470 -4.90459
H 3.56340 -1.99449 -2.05264
H 3.42741 -3.06744 -3.45956
H 1.99017 -2.24736 -2.81073
H 5.93232 0.79033 -0.72402
H 3.85244 2.90171 0.01615
H 5.17057 3.11123 -1.14762
H 5.52732 2.83235 0.57208
H 3.45261 0.60120 1.05666
H 5.13962 0.51295 1.58532
H 4.46751 -0.77084 0.55940
```

These are the Löwdin partial charges, in e, on atoms 1 to 8: number 1, Co, carries 0.17; number 2, Br, carries 0.66; number 3, C, carries -0.77; number 4, C, carries -0.76; number 5, Br, carries 0.67; number 6, C, carries -0.63; number 7, Br, carries 0.76; number 8, C, carries -0.39


[2]
A structure of composition C28H24F6N2O4S2Ti. Source: the Open Molecules 2025 dataset; level of theory: ωB97M-V/def2-TZVPD.

Output
HOMO-LUMO gap = 6.04 eV
charge = -2
strongest force on any atom = 1.55 eV/Å
E = -101691.8480 eV
relative energy (zero: lowest compared OMol25 entry of this formula, charge and spin) = 33.5 kcal per mole

XYZ file:
```
67
C28H24F6N2O4S2Ti | the Open Molecules 2025 dataset | ωB97M-V/def2-TZVPD
Ti 0.35351 -0.48900 0.69927
S 3.14000 0.07987 0.23625
C 2.67582 -0.88747 -1.09490
C 3.45208 -1.11815 -2.24672
C 2.91921 -1.84234 -3.28680
C 1.62060 -2.33712 -3.19853
C 0.90423 -2.07661 -2.04565
N 1.42779 -1.40100 -1.02934
H 4.44980 -0.70450 -2.29482
H 3.50623 -2.01112 -4.18403
H 1.16525 -2.88232 -4.01510
H -0.12110 -2.39847 -1.90652
C -4.10315 -0.06692 -6.65751
C -3.60006 -0.10515 -5.23481
C -3.50228 -1.30476 -4.53612
C -3.02751 -1.32273 -3.22880
C -2.64743 -0.15903 -2.57678
C -2.74705 1.03266 -3.27820
C -3.21373 1.06702 -4.58448
S -2.05955 -0.46577 -0.80956
O -0.70095 0.32978 -0.83014
O -3.06516 0.35115 -0.10794
O -1.09608 -1.29403 0.84586
H -4.37131 -1.06726 -7.00230
H -3.34487 0.32909 -7.33842
H -4.98832 0.56718 -6.75395
H -3.79648 -2.23068 -5.02334
H -2.94958 -2.26848 -2.69654
H -2.45251 1.95729 -2.78864
H -3.27871 2.01345 -5.11515
C -3.14244 3.72260 1.16424
C -3.01567 2.90337 2.27615
C -1.88866 2.10960 2.43500
C -0.87110 2.12107 1.48476
C -1.01295 2.93579 0.36157
C -2.13740 3.73304 0.20715
N 0.27211 1.29577 1.67318
C 1.33641 1.91550 2.31593
C 2.14439 1.18708 3.20146
C 3.23664 1.75723 3.83195
C 3.55723 3.09452 3.63346
C 2.74978 3.84484 2.78617
C 1.66476 3.27591 2.13859
H -4.03258 4.32780 1.02944
H -3.80972 2.86363 3.01406
H -1.79014 1.44109 3.28127
H -0.24958 2.89521 -0.40326
H -2.24256 4.34675 -0.68141
H 1.87614 0.15808 3.38415
H 3.84021 1.14910 4.49872
H 4.41161 3.54191 4.12840
H 2.97660 4.89239 2.61421
H 1.06184 3.88200 1.47677
C 3.09757 -2.44333 3.00346
C 1.61407 -2.72177 2.69553
O 1.11862 -1.92021 1.74708
C 1.51706 -4.18667 2.18521
F 1.88088 -5.08063 3.14892
F 2.35788 -4.38759 1.15377
F 0.30529 -4.54009 1.76162
C 0.76673 -2.61497 4.01606
F 0.26461 -1.39123 4.16525
F 1.50859 -2.86418 5.13130
F -0.26841 -3.47429 4.07011
H 3.66276 -2.61260 2.09081
H 3.48810 -3.06047 3.81151
H 3.20260 -1.39087 3.25109
```

These are the Löwdin partial charges, in e, on atoms 1 to 8: number 1, Ti, carries 0.89; number 2, S, carries 0.61; number 3, C, carries -0.79; number 4, C, carries -0.12; number 5, C, carries -0.11; number 6, C, carries -0.09; number 7, C, carries -0.12; number 8, N, carries -0.06


[3]
A cluster of 2 separate species, C3H7NO3 in total. Source: the Open Molecules 2025 dataset; level of theory: ωB97M-V/def2-TZVPD.

Output
HOMO-LUMO gap = 10.59 eV
strongest force on any atom = 2.52 eV/Å
E = -10857.3105 eV
relative energy (zero: lowest compared OMol25 entry of this formula, charge and spin) = 24.4 kcal per mole

XYZ file:
```
14
C3H7NO3 | the Open Molecules 2025 dataset | ωB97M-V/def2-TZVPD
O 1.68354 -1.67838 0.50415
C 0.96817 -0.71802 0.33493
N 1.34280 0.27478 -0.57562
C 0.59142 1.41337 -0.83186
O 1.10143 2.42915 -1.22793
C -0.48265 -0.74763 0.76456
H 2.32765 0.36712 -0.78109
H -0.49092 1.30024 -0.71507
H -0.76466 0.18542 1.21783
H -1.12447 -1.03116 -0.03541
H -0.63226 -1.60675 1.41226
H -4.18983 -0.96141 -0.05038
H -4.22207 -0.17991 1.25057
O -3.62974 -0.65993 0.66790
```

These are the Löwdin partial charges, in e, on atoms 1 to 8: number 1, O, carries 0.08; number 2, C, carries -0.48; number 3, N, carries 0.13; number 4, C, carries -0.31; number 5, O, carries 0.06; number 6, C, carries -0.02; number 7, H, carries 0.16; number 8, H, carries 0.13


[4]
A structure of composition C42H47BFInNO8. Source: the Open Molecules 2025 dataset; level of theory: ωB97M-V/def2-TZVPD.

Output
HOMO-LUMO gap = 4.83 eV
charge = -1
strongest force on any atom = 3.53 eV/Å
E = -70758.6279 eV

XYZ file:
```
101
C42H47BFInNO8 | the Open Molecules 2025 dataset | ωB97M-V/def2-TZVPD
C -0.70711 0.25580 5.04550
C -1.33003 0.73065 3.72957
O -0.38352 1.60966 3.08406
B -1.03917 2.54383 2.28348
O -1.09437 3.83987 2.79701
In -1.88747 1.76107 0.31998
F -2.66658 -0.10491 0.78647
C -0.36707 1.52048 -1.32660
C 0.80744 0.58221 -0.94062
N 1.05818 -0.41371 -2.01121
C 2.50357 -0.55490 -2.27214
C 3.32398 -1.11638 -1.11389
C 0.40487 -1.61177 -1.78214
C 0.92177 -2.92356 -2.38284
O -0.58977 -1.66971 -1.16185
O -3.46773 2.84531 -0.49548
C -3.90705 3.93463 0.26398
C -5.13143 3.52178 1.08261
C -4.74337 2.57230 2.22154
C -5.95926 4.68559 1.71518
C -5.57909 6.09154 1.25164
C -7.44235 4.45957 1.34663
H -1.48224 0.22984 5.80596
H 0.03560 0.99663 5.31266
H -0.25536 -0.71645 4.88670
H -2.24134 1.30524 3.90324
H -1.58231 -0.11733 3.09222
H -0.72205 4.44317 2.13780
H -0.92056 1.15075 -2.18279
H -0.04307 2.53202 -1.57486
H 0.55340 0.11266 0.00447
H 1.67509 1.21784 -0.81860
H 2.65581 -1.09206 -3.20200
H 2.88237 0.44973 -2.45361
H 3.30369 -0.45726 -0.25592
H 4.34737 -1.27520 -1.44738
H 2.93420 -2.07458 -0.77667
H 1.37341 -3.49481 -1.57945
H 0.06044 -3.45233 -2.76102
H 1.64228 -2.77641 -3.17878
H -3.14532 4.34681 0.95052
H -4.14185 4.73552 -0.44475
H -5.79211 2.97343 0.41646
H -3.96482 3.07438 2.79892
H -4.43019 1.59369 1.86444
H -5.58161 2.43103 2.90481
H -5.93916 4.64297 2.80264
H -5.58881 6.10401 0.16459
H -6.32495 6.81418 1.57356
H -4.56959 6.36683 1.54714
H -7.64312 3.39453 1.42708
H -7.59899 4.70701 0.29861
H -8.11675 5.02051 1.99029
C 5.52819 4.68913 -9.72562
C 6.19885 4.55476 -8.51389
C 5.66570 3.76641 -7.50878
C 4.45364 3.11690 -7.70526
C 3.77001 3.26980 -8.91245
C 4.31709 4.04912 -9.92420
C 2.44603 2.61957 -9.12662
O 1.85651 2.75087 -10.18086
C 1.86550 1.81661 -8.01830
C 0.60769 1.24806 -8.17514
C 0.05952 0.48770 -7.15566
C 0.76907 0.28313 -5.97677
C 2.02088 0.85089 -5.81349
C 2.57053 1.62626 -6.82594
C 3.90130 2.25739 -6.61970
O 4.52490 2.08353 -5.59278
H 5.95087 5.29936 -10.51369
H 7.14016 5.06563 -8.35603
H 6.18799 3.65668 -6.56790
H 3.79176 4.15662 -10.86361
H 0.05673 1.40458 -9.09270
H -0.92339 0.05131 -7.27731
H 0.34222 -0.31487 -5.18109
H 2.56712 0.69478 -4.89336
C 3.27557 -7.83610 8.58902
C 2.08680 -8.46171 8.95178
C 0.90045 -8.11158 8.33069
C 0.89400 -7.12624 7.35132
C 2.08254 -6.48322 7.00364
C 3.27338 -6.84936 7.61828
C 2.09012 -5.39081 5.98867
O 3.12790 -4.83797 5.68597
C 0.79878 -4.99442 5.36708
C 0.77318 -3.94205 4.46003
C -0.42030 -3.57068 3.86364
C -1.59341 -4.25481 4.16439
C -1.57593 -5.30097 5.07131
C -0.38438 -5.66981 5.68280
C -0.38861 -6.77284 6.67920
O -1.41064 -7.37262 6.94735
H 4.20405 -8.11714 9.06973
H 2.08849 -9.22502 9.71956
H -0.02398 -8.60034 8.60754
H 4.19565 -6.35821 7.33851
H 1.68558 -3.41137 4.22363
H -0.44037 -2.74721 3.16028
H -2.52267 -3.96554 3.69097
H -2.48900 -5.82994 5.30857
```

These are the Löwdin partial charges, in e, on atoms 1 to 8: number 1, C, carries -0.05; number 2, C, carries -0.25; number 3, O, carries -0.04; number 4, B, carries -0.62; number 5, O, carries 0.07; number 6, In, carries 0.90; number 7, F, carries -0.50; number 8, C, carries -0.23